Entry 1:
A molecular structure, C4H6O2 at a distorted geometry, computed with wB97M-V/def2-TZVPD.

Computed properties:
Calculated total energy   -8336.790 eV
Strongest force on any atom   0.027 hartree/bohr
Kohn-Sham gap   10.2418 eV
HOMO level   -9.06 eV

Each line ends with the natural charge from an NBO analysis.
Geometry (Å):
C 0.413 0.350 -1.011  0.137
H 0.001 0.814 1.643  0.197
H 1.355 1.843 1.041  0.196
H -0.901 2.167 -0.836  0.226
O 0.265 -2.818 -1.140  -0.520
C 0.569 1.135 0.765  -0.080
H -1.899 -0.606 0.814  0.000
H -1.472 -1.163 1.071  -0.009
H 0.463 -0.225 -1.929  0.203
C -0.194 1.424 -0.502  -0.361
O 1.155 -0.026 0.090  -0.511
C 0.245 -2.895 -0.006  0.523

Entry 2:
5 unconnected molecules or ions with the total composition C7H18ClN4O11S, computed with wB97M-V/def2-TZVPD.

Computed properties:
Charge   -1
Calculated total energy   -59382.893 eV
Strongest force on any atom   0.012 hartree/bohr
Kohn-Sham gap   6.2876 eV
HOMO level   -5.14 eV

Each line ends with the natural charge from an NBO analysis.
Geometry (Å):
H -5.026 0.412 -3.294  0.246
C 0.408 -2.441 0.680  -0.446
O 3.638 -2.490 5.714  -0.366
N 4.847 -2.563 5.721  0.538
H -2.694 4.817 -4.611  0.247
O 2.465 -4.632 0.828  -1.048
H 4.790 -3.549 3.845  0.290
O -2.273 5.844 -2.280  -0.380
H 2.065 -1.187 1.172  0.231
O 5.560 -2.135 6.614  -0.421
H -6.240 1.723 -3.292  0.232
O 4.124 -3.093 1.776  -1.064
H 0.288 -4.440 1.416  0.255
H 6.196 -2.491 4.132  0.232
C 1.733 -2.197 1.404  -0.688
S 3.038 -3.276 0.812  2.410
H 1.671 -2.332 2.483  0.217
H 0.646 -2.723 -0.346  0.235
H -0.940 4.568 -4.868  0.233
C 5.529 -3.224 4.573  -0.494
H -5.292 1.378 -1.809  0.234
N -0.854 1.119 -0.106  0.536
O -0.594 4.513 -2.505  -0.383
H -0.837 2.990 -1.057  0.257
C -0.372 -3.589 1.288  -0.336
H -1.367 3.006 0.662  0.221
C -1.696 5.200 -4.420  -0.486
N -1.500 5.189 -2.946  0.545
O -0.851 0.404 -1.087  -0.380
Cl -1.687 -4.124 0.162  -0.142
C -5.289 1.385 -2.892  -0.483
H -0.181 -1.528 0.624  0.217
N -4.251 2.347 -3.351  0.542
O -4.110 2.478 -4.549  -0.386
O 3.349 -2.787 -0.526  -1.031
O -0.453 0.801 0.995  -0.375
H 6.090 -4.059 4.984  0.214
H -1.605 6.231 -4.749  0.226
H -2.435 2.360 -0.620  0.233
H -0.870 -3.322 2.215  0.190
C -1.412 2.485 -0.287  -0.495
O -3.607 2.935 -2.507  -0.381

Entry 3:
A single C6H11NO molecule at a distorted geometry, computed with wB97M-V/def2-TZVPD.

Computed properties:
SMILES   C/C=N\C(O)=C(C)C
Calculated total energy   -9935.573 eV
Strongest force on any atom   0.030 hartree/bohr
Kohn-Sham gap (spin up / spin down)   7.9943 / 7.9925 eV
HOMO level (spin up / spin down)   -7.52 / -7.52 eV

Each line ends with the natural charge from an NBO analysis.
Geometry (Å):
H -1.717 -1.613 -0.843  0.214
H -0.234 -2.437 -0.324  0.222
H 0.056 1.277 -2.222  0.223
C -1.021 -1.752 -0.011  -0.647
O 1.534 -1.453 1.280  -0.676
H -2.190 0.051 1.619  0.201
C -0.470 -0.422 0.426  -0.101
H -1.109 1.428 1.375  0.222
H 1.142 -0.062 -1.788  0.223
H 1.791 1.544 -2.194  0.221
C 0.861 -0.346 0.865  0.456
H 0.801 2.529 -0.151  0.167
N 1.477 0.833 0.790  -0.524
H 2.466 -1.216 1.373  0.490
C 0.974 1.010 -1.695  -0.673
C -1.531 0.547 0.897  -0.627
H -1.582 -2.238 0.796  0.211
H -2.163 0.875 0.067  0.201
C 0.914 1.447 -0.260  0.197

Entry 4:
2 unconnected molecules or ions with the total composition C5H14 at a distorted geometry, computed with wB97M-V/def2-TZVPD.

Computed properties:
SMILES   CCC.CC
Calculated total energy   -5411.890 eV
Strongest force on any atom   0.025 hartree/bohr
Kohn-Sham gap   12.5627 eV
HOMO level   -11.41 eV

Each line ends with the natural charge from an NBO analysis.
Geometry (Å):
H -0.782 -0.344 1.257  0.205
H 0.091 1.831 -1.921  0.201
C 0.728 -0.942 -1.263  -0.608
C 0.519 -0.121 2.997  -0.607
H 1.333 -0.310 -0.598  0.200
H 1.420 -0.211 2.383  0.202
H 0.398 -1.079 3.512  0.201
H 1.345 -1.185 -2.129  0.203
H -1.636 0.006 2.802  0.206
H -0.964 1.335 -3.223  0.207
C -0.129 1.005 -2.588  -0.606
H -1.203 0.133 -0.958  0.198
H 0.767 0.674 3.701  0.203
H 0.745 0.817 -3.205  0.201
H -1.118 -0.933 -2.335  0.192
C -0.752 0.184 2.195  -0.609
C -0.540 -0.213 -1.744  -0.395
H 0.485 -1.871 -0.744  0.207
H -0.707 1.226 1.862  0.199

Entry 5:
A single C5H8N2 molecule, computed with wB97M-V/def2-TZVPD.

Computed properties:
SMILES   CCn1ccnc1
Calculated total energy   -8294.828 eV
Strongest force on any atom   0.004 hartree/bohr
Kohn-Sham gap   9.5916 eV
HOMO level   -8.71 eV

Each line ends with the natural charge from an NBO analysis.
Geometry (Å):
C 2.472 -0.224 0.375  -0.100
H 1.082 -1.984 0.439  0.215
H -3.067 0.019 -0.090  0.217
H -1.985 1.301 0.472  0.214
C 0.993 1.148 -0.296  0.162
H -1.082 -1.443 -0.600  0.208
N 2.263 1.085 0.019  -0.455
H -2.057 -0.245 1.342  0.215
N 0.360 -0.048 -0.156  -0.350
H -1.131 0.015 -1.583  0.202
C -1.003 -0.354 -0.560  -0.202
C -2.084 0.217 0.351  -0.615
H 3.451 -0.574 0.670  0.207
H 0.476 2.029 -0.655  0.192
C 1.313 -0.943 0.272  -0.110

Entry 6:
A single C9H12O3 molecule at a distorted geometry, computed with wB97M-V/def2-TZVPD.

Computed properties:
Calculated total energy   -15665.401 eV
Strongest force on any atom   0.101 hartree/bohr
Kohn-Sham gap (spin up / spin down)   7.6587 / 7.6621 eV
HOMO level (spin up / spin down)   -7.38 / -7.38 eV

Each line ends with the natural charge from an NBO analysis.
Geometry (Å):
H -1.716 1.150 1.297  0.224
H 1.501 0.885 -1.172  0.196
H 1.404 -0.417 1.501  0.190
H 3.633 0.559 0.901  0.226
C -1.404 -1.663 0.408  -0.304
H -2.187 -2.060 -2.276  0.215
H 2.806 1.755 0.118  0.206
H 2.836 1.760 1.994  0.240
O 0.367 1.182 1.620  -0.468
H 1.390 -0.778 -0.683  0.231
O -0.439 -1.442 2.573  -0.612
C -2.111 -1.084 -2.113  -0.638
H -1.767 -2.622 0.464  0.218
C -0.901 -0.902 1.576  0.369
C -1.307 -0.976 -0.766  0.025
H -1.661 -0.399 -2.839  0.230
C -0.778 0.513 1.469  0.128
C 1.015 0.149 -0.516  -0.483
C 2.814 1.236 1.031  -0.633
H -0.390 1.923 -1.420  0.474
C 1.450 0.499 1.043  0.125
C -0.490 0.178 -0.824  0.300
O -0.994 1.264 -1.513  -0.683
H -3.071 -0.710 -1.876  0.225

Entry 7:
2 unconnected molecules or ions with the total composition C5H10N2 at a distorted geometry, computed with wB97M-V/def2-TZVPD.

Computed properties:
Calculated total energy   -8322.990 eV
Strongest force on any atom   0.127 hartree/bohr
Kohn-Sham gap   7.9192 eV
HOMO level   -6.92 eV

Each line ends with the natural charge from an NBO analysis.
Geometry (Å):
N 2.517 -0.990 0.129  -0.678
C -0.288 -0.284 -0.115  0.335
C -0.413 -1.803 -0.093  -0.774
H 1.949 1.909 1.125  0.254
H -1.342 -2.127 -0.625  0.221
H -0.256 -2.292 0.895  0.242
H 3.544 -1.138 0.224  0.361
H -2.910 0.837 -1.125  0.204
H 3.342 1.753 0.110  0.210
N -1.128 0.580 -0.143  -0.502
C 1.975 0.051 0.064  0.382
H 1.642 2.046 -0.662  0.255
C -2.603 0.471 -0.218  -0.419
C 2.230 1.467 0.178  -0.737
H 0.573 -2.056 -0.517  0.263
H -2.802 -0.605 -0.092  0.177
H -3.142 1.079 0.631  0.208

Among the records above, which one has the highest calculated total energy? C5H14

Which formula does entry 1 have? C4H6O2

The highest strongest force on any atom belongs to which entry? C5H10N2

The lowest calculated total energy belongs to which entry? C7H18ClN4O11S